# C23H15ClN2O3

A single C23H15ClN2O3 molecule (ωB97M-V/def2-TZVPD, the OMol25 dataset).

Computed properties:
Total energy   -1680.83738 a.u.
Lowest unoccupied orbital energy   -0.205 eV
Spin multiplicity   1
HOMO-LUMO gap   7.9 eV
Net charge   0
SMILES   O=c1c(Oc2ccc3occc3c2)c(Cl)cnn1Cc1cccc2ccccc12

XYZ file:
```
44
Properties=species:S:1:pos:R:3:forces:R:3
O 1.3503 0.0922 -1.7716 -0.7 0.2 -0.2
C 1.0223 -1.0734 -1.6530 0.5 0.4 -0.3
C -0.1447 -1.7144 -2.3490 -0.7 -1.7 -0.1
O -1.0321 -1.0290 -3.1843 1.6 -0.7 1.6
C -1.6389 0.0741 -2.6101 -0.3 1.7 0.9
C -1.9413 0.1871 -1.2044 -0.8 0.5 -1.7
C -2.6492 1.3110 -0.7426 1.1 -1.5 1.0
C -2.9405 2.3080 -1.6162 0.5 -0.4 -0.4
O -3.5337 3.4730 -1.3255 -1.2 0.8 0.1
C -3.7229 4.1034 -2.5162 1.1 -0.2 -2.0
C -3.1362 3.3938 -3.5545 -0.9 2.5 0.0
C -2.6162 2.2202 -2.9576 0.4 -0.5 -1.1
C -1.9314 1.1245 -3.4867 0.3 -1.0 0.4
C -0.3103 -3.0833 -2.1885 0.2 1.5 0.0
Cl -1.6477 -3.9719 -2.8913 0.7 0.6 0.3
C 0.6602 -3.8137 -1.4048 0.1 0.5 -0.3
N 1.6846 -3.2677 -0.8190 -0.3 0.7 0.5
N 1.8360 -1.9025 -0.8589 -1.3 -1.3 -0.9
C 2.8132 -1.2826 0.0608 0.2 -0.6 0.8
C 2.2898 -1.2411 1.4984 0.1 -0.3 0.7
C 2.4396 -2.3859 2.2731 -0.3 1.1 -0.8
C 2.0043 -2.4402 3.5873 -0.5 0.7 1.9
C 1.4529 -1.3295 4.1992 0.7 -1.2 0.3
C 1.3026 -0.1488 3.4682 -0.5 0.0 0.4
C 0.6894 0.9480 4.0866 -0.3 1.8 -0.7
C 0.4670 2.1357 3.3943 0.5 -0.8 0.6
C 0.8802 2.2640 2.0368 0.8 -2.8 0.8
C 1.5033 1.1491 1.4147 -1.0 1.4 1.5
C 1.7076 -0.0799 2.1272 0.1 0.4 -1.7
H -1.7586 -0.6316 -0.5343 0.2 -0.2 0.2
H -2.9065 1.3806 0.3080 0.0 0.0 -0.1
H -4.2090 5.0818 -2.5764 0.2 -0.6 0.6
H -3.0210 3.8042 -4.5902 -0.3 -0.8 1.2
H -1.5974 1.0442 -4.5362 -0.4 0.1 0.7
H 0.5035 -4.8895 -1.3297 0.4 0.2 0.1
H 3.1325 -0.3142 -0.3020 -0.4 0.1 -0.2
H 3.7283 -1.8837 0.1077 -0.4 -0.2 -0.4
H 2.8959 -3.2615 1.8887 0.4 -0.6 -0.6
H 2.1629 -3.3140 4.2142 0.0 -0.1 -0.4
H 1.2178 -1.3263 5.2767 -0.1 -0.1 -0.7
H 0.4146 0.8842 5.1300 -0.1 -0.1 0.1
H 0.0531 2.9735 3.9648 0.0 -0.2 -0.5
H 0.7148 3.1951 1.5690 0.0 0.7 -0.8
H 1.8109 1.2369 0.3975 0.1 0.0 -0.6
```
Forces are in eV/Å.